The following is a DFT calculation (the ωB97M-V functional and the def2-TZVPD basis) of the molecule C5H7NO in a non-equilibrium geometry.

Summary:
- relative energy (zero: lowest compared OMol25 entry of this formula, charge and spin) (kcal/mol) = 32.80
- SMILES = N#CCC1(O)CC1
- energy (Eh) = -324.6722
- orbital gap (eV) = 11.242
- highest occupied orbital energy (eV) = -10.4

The geometry in XYZ format:
```
14
Properties=species:S:1:pos:R:3:forces:R:3:nbo_charge:R:1
N 0.146610 -2.284248 1.936742 -0.398 0.332 -1.210 -0.331
C -0.176659 -1.876420 0.901386 0.359 -0.486 1.098 0.285
C -0.500529 -1.200671 -0.361558 -0.030 0.072 -0.062 -0.530
C 0.259784 0.123687 -0.362404 -0.217 0.068 0.081 0.236
O 1.588831 -0.008560 -0.768277 0.189 -0.141 0.143 -0.695
C -0.374333 1.427335 -0.715172 -0.082 0.045 -0.176 -0.420
C -0.043124 1.105627 0.725397 -0.001 0.061 0.158 -0.442
H -1.585511 -1.062754 -0.429269 0.198 0.035 0.045 0.254
H -0.176103 -1.815219 -1.209302 -0.099 0.123 0.147 0.263
H 2.064873 -0.474138 -0.065997 0.024 0.091 -0.114 0.475
H 0.272793 2.132276 -1.230359 -0.124 -0.147 0.100 0.236
H -1.419195 1.460885 -1.012827 0.182 -0.081 0.057 0.217
H -0.860683 0.868603 1.402744 0.137 0.058 -0.132 0.221
H 0.803245 1.603597 1.188896 -0.137 -0.031 -0.135 0.230
```
Positions in Å, forces in eV/Å.